(1)
This record from OMol25 describes 2 unconnected molecules or ions with the total composition C2H8N2O2. The level of theory is ωB97M-V with the def2-TZVPD basis set.

Summary:
Orbital gap (alpha / beta) in eV: 2.5 / 8.9
Total energy in a.u.: -340.94294
Charge: -1
Multiplicity: 2
HOMO level (alpha / beta) in eV: 1.24 / -5.18
ΔE to the lowest compared entry with this formula, charge and spin in kJ/mol: 164.0

Geometry as XYZ:
```
14
Properties=species:S:1:pos:R:3:forces:R:3:mulliken_spin:R:1
N -0.0901 -2.1903 0.6135 -1.34 0.60 0.95 0.766
C -1.0298 -1.1290 0.2080 0.96 -0.12 -0.11 2.328
C -0.1440 0.0994 0.4836 0.19 -0.05 2.47 0.738
N -0.2709 0.4727 1.8327 -0.62 -0.22 -0.48 0.402
O 0.7472 0.6172 -0.1562 -0.48 0.09 -1.41 -0.782
H -0.5775 -3.0593 0.8109 0.69 -0.23 -0.35 -0.494
H 0.8320 -2.1113 0.2231 -0.13 -0.64 -0.32 -0.203
H -1.3873 -1.3002 -0.8071 0.13 0.61 -0.32 -0.881
H -1.9320 -1.1185 0.8581 0.60 -0.06 -0.10 -0.510
H -0.5680 -0.2564 2.4738 -0.16 0.21 -0.18 -0.426
H 0.4180 1.1102 2.1988 0.20 -0.11 -0.21 0.011
H 1.5539 3.6368 -2.6894 -0.03 0.39 -0.49 -0.027
H 1.1951 2.2406 -2.7067 -0.26 -0.02 -0.84 -0.014
O 1.2533 2.9882 -3.3433 0.25 -0.46 1.41 0.092
```
Positions in Å, forces in eV/Å.

***

(2)
This record from OMol25 describes 2 unconnected molecules or ions with the total composition C2H8N2O2. The level of theory is ωB97M-V with the def2-TZVPD basis set.

Summary:
SMILES: O=CO.NCN
Orbital gap in eV: 10.1
Total energy in a.u.: -340.95973
Charge: 0
Multiplicity: 1
HOMO level in eV: -9.19
ΔE to the lowest compared entry with this formula, charge and spin in kJ/mol: 185.6

Geometry as XYZ:
```
14
Properties=species:S:1:pos:R:3:forces:R:3:mulliken_charge:R:1
O 1.4275 1.9747 0.6914 0.36 0.04 0.30 -0.419
C 0.5843 1.8735 1.5263 -0.62 -0.48 -0.42 0.156
O -0.5926 1.2079 1.3309 0.11 -0.08 1.08 -0.415
H 0.6100 2.2980 2.5380 0.16 0.35 -0.11 0.350
H -0.4387 0.2612 1.1790 -0.06 0.45 -0.68 0.287
N 0.0243 -0.2834 -1.1311 -0.32 0.05 0.16 -0.492
C -0.2068 -1.6120 -0.5606 1.28 0.07 -0.58 0.030
N -1.0706 -2.4676 -1.3622 -0.20 0.41 0.12 -0.625
H 0.9836 0.0151 -1.0505 0.00 0.07 0.01 0.193
H -0.2888 -0.1264 -2.0760 -0.09 -0.29 -0.02 0.186
H 0.7813 -2.0784 -0.4877 -0.08 -0.27 0.31 0.197
H -0.5695 -1.5063 0.4706 -0.39 -0.14 -0.10 0.085
H -1.3059 -1.9768 -2.2148 -0.18 -0.15 -0.02 0.218
H -0.5915 -3.3153 -1.6241 0.02 -0.03 -0.04 0.249
```
Positions in Å, forces in eV/Å.